w | {
  "formula": "C6H13NO3",
  "method": "ωB97M-V/def2-TZVPD",
  "homo_lumo_gap_ev": [8.808, 8.809],
  "e_lumo_ev": [0.810, 0.810],
  "symbols": ["C", "C", "C", "C", "C", "C", "N", "O", "O", "O", "H", "H", "H", "H", "H", "H", "H", "H", "H", "H", "H", "H", "H"],
  "positions_angstrom": [[0.62, -2.81, 0.16], [0.56, -1.60, -0.40], [0.36, -1.46, -1.94], [-0.30, 0.81, 2.25], [-1.20, 2.16, -0.91], [1.24, -0.36, 0.17], [-0.45, 0.72, 0.80], [1.87, 0.55, -0.57], [1.87, -0.59, 1.41], [-0.19, 1.92, 0.09], [0.79, -2.82, 1.20], [0.09, -3.67, -0.30], [-0.34, -2.08, -2.43], [1.28, -1.54, -2.55], [-0.04, -0.55, -2.23], [0.41, 1.61, 2.54], [-1.18, 0.95, 2.81], [-0.01, -0.13, 2.55], [-2.10, 2.51, -0.63], [-1.31, 1.34, -1.53], [-0.62, 2.90, -1.53], [1.38, 1.46, -0.59], [2.48, 0.14, 1.60]]
}



x | {
  "formula": "C6H13NO3",
  "method": "ωB97M-V/def2-TZVPD",
  "homo_lumo_gap_ev": 8.185,
  "e_lumo_ev": 0.552,
  "symbols": ["C", "C", "C", "C", "C", "C", "N", "O", "O", "O", "H", "H", "H", "H", "H", "H", "H", "H", "H", "H", "H", "H", "H"],
  "positions_angstrom": [[-0.88, 1.19, -0.36], [-0.14, 0.15, 1.12], [0.11, 0.82, -1.45], [1.31, 0.48, 1.43], [-0.50, -1.30, 1.37], [0.00, -0.68, -1.49], [1.09, -1.43, -1.69], [-0.72, 2.50, 0.03], [-2.11, 0.78, -0.56], [-1.16, -1.21, -1.60], [-1.89, -0.36, -1.10], [-1.56, 2.77, 0.43], [-0.77, 0.75, 1.78], [0.98, -2.43, -1.68], [2.01, -1.04, -1.53], [-0.18, 1.26, -2.41], [1.12, 1.15, -1.19], [1.52, 1.53, 1.23], [1.99, -0.14, 0.84], [1.55, 0.28, 2.49], [-0.40, -1.56, 2.43], [0.16, -1.99, 0.83], [-1.53, -1.51, 1.08]]
}



y | {
  "formula": "C6H13NO3",
  "method": "ωB97M-V/def2-TZVPD",
  "homo_lumo_gap_ev": 10.153,
  "smiles": "C[C@H](CN)[C@](C)(O)C(=O)O",
  "e_lumo_ev": 0.707,
  "symbols": ["C", "C", "N", "O", "O", "H", "H", "H", "H", "H", "C", "C", "C", "C", "O", "H", "H", "H", "H", "H", "H", "H", "H"],
  "positions_angstrom": [[-1.06, -1.40, 0.19], [-0.44, 0.76, 1.33], [-2.31, -0.72, -0.12], [-1.27, 1.53, 0.58], [-0.49, 0.72, 2.56], [-1.69, 0.97, -0.12], [-2.88, -0.67, 0.73], [-2.85, -1.26, -0.79], [-1.05, -2.31, -0.41], [-0.98, -1.77, 1.22], [1.54, 1.62, -0.01], [0.43, -0.44, -1.81], [0.92, 0.37, 0.60], [0.49, -0.75, -0.33], [1.76, -0.22, 1.59], [2.35, 0.48, 1.95], [1.11, -1.64, -0.15], [1.65, 2.39, 0.76], [0.92, 2.06, -0.80], [2.53, 1.40, -0.41], [0.14, -1.33, -2.38], [-0.25, 0.38, -2.02], [1.43, -0.16, -2.17]]
}



z | {
  "formula": "C6H13NO3",
  "method": "ωB97M-V/def2-TZVPD",
  "homo_lumo_gap_ev": 8.107,
  "e_lumo_ev": -0.118,
  "symbols": ["C", "C", "C", "C", "C", "C", "H", "H", "H", "H", "H", "H", "H", "H", "H", "H", "H", "H", "H", "N", "O", "O", "O"],
  "positions_angstrom": [[-2.08, 1.06, 0.02], [-1.42, -0.01, -0.96], [-0.18, 0.55, -1.57], [1.04, -0.22, -0.86], [0.42, -1.08, 0.24], [0.72, -0.71, 1.70], [0.03, 1.30, 1.19], [-2.70, 0.47, 0.63], [-2.77, 1.98, -0.46], [-1.71, -0.78, -1.94], [0.14, 1.47, -1.17], [-0.32, 0.39, -2.65], [1.65, -0.93, -1.33], [2.93, 0.33, -0.73], [0.88, -2.02, -0.06], [-0.36, -1.04, 2.40], [1.73, -1.39, 2.04], [2.25, 0.53, 0.94], [-1.35, -2.00, 0.25], [-0.94, -1.00, 0.01], [-1.17, 1.63, 0.96], [2.05, 0.71, -0.33], [1.17, 0.77, 1.66]]
}



What should be chosen as the most stable of them? Choose y.



w | {
  "formula": "C6H13NO3",
  "method": "ωB97M-V/def2-TZVPD",
  "homo_lumo_gap_ev": 9.351,
  "smiles": "C[C@H]1NC[C@@H](O)[C@@H](O)[C@H]1O",
  "e_lumo_ev": 0.498,
  "symbols": ["C", "C", "C", "C", "C", "C", "H", "H", "H", "H", "H", "H", "H", "H", "H", "H", "H", "H", "H", "N", "O", "O", "O"],
  "positions_angstrom": [[-1.69, 0.72, 1.11], [-1.17, 0.67, -0.36], [1.21, 1.24, -0.05], [1.80, -0.10, -0.55], [0.66, -1.08, -0.27], [-0.68, -0.71, -0.81], [-2.15, 1.66, 1.27], [-2.51, 0.00, 1.17], [-1.02, 0.48, 1.97], [-2.03, 0.90, -1.02], [-0.23, 2.52, -0.37], [1.84, 2.16, -0.20], [1.12, 1.07, 1.06], [2.05, 0.03, -1.63], [2.71, -0.74, 1.07], [0.90, -2.04, -0.70], [-0.21, -1.71, 1.28], [-0.67, -0.90, -1.88], [-1.80, -2.30, -1.29], [-0.08, 1.58, -0.66], [2.99, -0.51, 0.15], [0.59, -1.21, 1.14], [-1.62, -1.73, -0.43]]
}



x | {
  "formula": "C6H13NO3",
  "method": "ωB97M-V/def2-TZVPD",
  "homo_lumo_gap_ev": 10.189,
  "smiles": "CC(=O)CN.COC(C)=O",
  "e_lumo_ev": 0.659,
  "symbols": ["C", "C", "C", "N", "O", "H", "H", "H", "H", "H", "H", "H", "C", "C", "C", "O", "O", "H", "H", "H", "H", "H", "H"],
  "positions_angstrom": [[0.80, -1.50, -0.55], [1.26, 2.28, 0.29], [0.20, 1.63, 1.12], [1.40, -2.82, -0.33], [0.47, 1.04, 2.16], [1.18, -3.42, -1.13], [2.42, -2.72, -0.32], [1.07, -1.13, -1.54], [1.18, -0.79, 0.19], [1.36, 1.79, -0.68], [1.05, 3.35, 0.17], [2.23, 2.18, 0.80], [-1.36, 2.10, -0.68], [-1.31, -1.79, 0.93], [-0.71, -1.57, -0.44], [-1.07, 1.69, 0.67], [-1.43, -1.39, -1.42], [-2.43, 1.92, -0.85], [-0.79, 1.50, -1.40], [-1.16, 3.17, -0.80], [-1.64, -0.84, 1.34], [-2.15, -2.48, 0.85], [-0.57, -2.23, 1.61]]
}



What should be chosen as the most stable of them? Choose x.



w | {
  "formula": "C5H11N3",
  "method": "ωB97M-V/def2-TZVPD",
  "homo_lumo_gap_ev": 8.021,
  "e_lumo_ev": 0.844,
  "symbols": ["C", "C", "N", "C", "C", "N", "C", "N", "H", "H", "H", "H", "H", "H", "H", "H", "H", "H", "H"],
  "positions_angstrom": [[-0.25, -0.92, 1.75], [0.28, 2.02, 0.84], [0.76, -1.47, -0.54], [-0.32, -0.99, -1.29], [0.40, -0.49, 0.47], [0.04, 0.27, -1.91], [0.80, 0.81, 0.13], [-1.33, -1.71, -1.65], [0.49, -2.39, -0.21], [0.88, 0.19, -2.49], [-0.69, 0.97, -1.81], [-1.96, -1.15, -2.22], [1.74, 0.97, -0.40], [-0.82, -1.84, 1.60], [-0.95, -0.17, 2.11], [0.49, -1.10, 2.54], [0.63, 2.94, 0.36], [-0.82, 2.03, 0.84], [0.61, 2.04, 1.88]]
}



x | {
  "formula": "C5H11N3",
  "method": "ωB97M-V/def2-TZVPD",
  "homo_lumo_gap_ev": 9.404,
  "smiles": "[H]/N=C(/C)N.CCC#N",
  "e_lumo_ev": 0.726,
  "symbols": ["C", "C", "C", "N", "H", "H", "H", "H", "H", "C", "C", "N", "N", "H", "H", "H", "H", "H", "H"],
  "positions_angstrom": [[-0.70, -0.45, -1.23], [-1.75, 0.55, -1.73], [0.58, -0.29, -1.84], [1.66, -0.13, -2.20], [-1.04, -1.48, -1.37], [-0.59, -0.21, 0.00], [-1.95, 0.43, -2.80], [-2.68, 0.40, -1.19], [-1.41, 1.57, -1.55], [-0.36, 0.64, 1.59], [1.28, 0.03, 1.22], [1.36, -1.25, 1.64], [2.00, 0.73, 0.50], [2.22, -1.76, 1.49], [0.70, -1.58, 2.33], [2.50, 0.31, -0.30], [-0.13, 0.98, 2.61], [-0.54, 1.57, 1.06], [-1.17, -0.06, 1.78]]
}



y | {
  "formula": "C5H11N3",
  "method": "ωB97M-V/def2-TZVPD",
  "homo_lumo_gap_ev": 8.019,
  "e_lumo_ev": 0.290,
  "symbols": ["C", "C", "C", "C", "C", "H", "H", "H", "H", "H", "H", "H", "H", "H", "H", "H", "N", "N", "N"],
  "positions_angstrom": [[-1.39, 0.83, 1.89], [-1.57, -0.03, 0.94], [1.88, -1.50, 0.52], [0.04, 0.33, -1.00], [1.21, 0.05, -2.01], [-0.98, 0.32, 2.83], [-2.26, 1.40, 2.41], [-0.37, 1.73, 1.61], [-2.29, 0.32, 0.05], [-1.78, -1.01, 1.35], [2.22, -2.42, 1.06], [2.59, -1.31, -0.77], [2.27, 0.19, -1.48], [1.13, 1.09, -3.10], [0.97, -1.28, -2.42], [-1.01, 1.29, -2.18], [-0.26, -0.20, 0.37], [0.48, -1.01, 1.04], [-0.89, 1.22, -1.09]]
}



What should be chosen as the most stable of them? Choose x.



w | {
  "formula": "C5H11N3",
  "method": "ωB97M-V/def2-TZVPD",
  "homo_lumo_gap_ev": [8.842, 8.842],
  "smiles": "[H]/N=C\\C(N)(N)CC=C",
  "e_lumo_ev": [0.121, 0.121],
  "symbols": ["C", "N", "N", "C", "H", "H", "H", "H", "H", "H", "C", "C", "C", "N", "H", "H", "H", "H", "H"],
  "positions_angstrom": [[-0.63, 0.52, 0.46], [-1.48, 0.30, 1.60], [-0.82, 1.90, 0.07], [-0.81, -0.50, -0.66], [-0.38, 2.50, 0.77], [-2.45, 0.34, 1.28], [-1.37, 1.08, 2.23], [-0.31, 2.08, -0.79], [-1.76, -1.04, -0.59], [-0.71, -0.02, -1.64], [0.89, 0.19, 0.87], [0.38, -1.52, -0.48], [1.29, -1.73, -1.47], [1.87, 1.00, 0.53], [1.83, 1.23, -0.46], [0.94, -0.37, 1.82], [0.12, -2.35, 0.17], [1.65, -0.91, -2.08], [1.72, -2.71, -1.63]]
}



x | {
  "formula": "C5H11N3",
  "method": "ωB97M-V/def2-TZVPD",
  "homo_lumo_gap_ev": 9.616,
  "smiles": "N=C(N)N.C=CC=C",
  "e_lumo_ev": 0.791,
  "symbols": ["C", "C", "C", "C", "H", "H", "H", "H", "H", "H", "N", "C", "N", "N", "H", "H", "H", "H", "H"],
  "positions_angstrom": [[-1.15, -0.14, 3.76], [-0.85, -0.90, 2.67], [0.10, -0.51, 1.63], [0.32, -1.33, 0.57], [-0.76, 0.92, 3.90], [-1.88, -0.52, 4.53], [-1.33, -1.86, 2.48], [0.63, 0.47, 1.77], [0.82, -0.98, -0.34], [-0.29, -2.25, 0.52], [-0.41, 0.43, -3.09], [0.74, 0.72, -2.38], [0.65, 1.92, -1.66], [1.90, 0.11, -2.53], [-0.49, -0.54, -3.40], [-1.30, 0.89, -2.86], [-0.06, 1.95, -0.95], [1.54, 2.17, -1.24], [1.80, -0.56, -3.36]]
}



What should be chosen as the most stable of them? Choose x.